ORCA calculation (ωB97M-V/def2-TZVPD) on a 2-piece molecular cluster, C7H17NO overall at a distorted geometry.

```
26
Properties=species:S:1:pos:R:3:mulliken_charge:R:1
C 0.3624 0.3832 -2.1931 -0.492
C -0.2129 -0.9686 -1.9785 -0.662
N -1.0060 -0.9301 -0.5272 -0.009
C -0.0777 -0.5913 0.5320 -1.337
C -2.4261 -0.8641 -0.2319 0.748
C -3.6638 -1.0299 -0.9956 -0.999
O -2.5984 -0.8042 0.9729 -0.625
H -0.3628 1.0159 -2.7944 0.303
H 1.3173 0.1079 -2.5454 0.298
H 0.5361 0.9022 -1.1028 0.086
H -0.7181 -1.4560 -2.7521 0.462
H 0.6741 -1.6391 -1.6352 0.217
H 0.7710 -1.1919 0.4440 0.342
H 0.1995 0.5028 0.4899 0.239
H -0.6172 -0.6999 1.3940 0.523
H -3.8581 -0.3409 -1.9641 0.235
H -3.8721 -2.0692 -1.2386 0.262
H -4.5989 -0.9206 -0.3066 0.308
C 1.9087 1.7584 2.2675 -0.653
C 3.0327 0.9159 1.8733 -0.809
H 2.3047 2.7720 2.3132 0.324
H 1.2543 1.8547 1.3359 0.192
H 1.4741 1.2961 3.2112 0.238
H 3.9594 1.4809 1.7657 0.319
H 2.9121 0.3585 0.9915 0.249
H 3.3055 0.1576 2.6746 0.241
```

M = 131.22 g/mol
E = -11069.06660 eV
energy relative to the best compared isomer or geometry (same formula, charge and spin) = 392.9 kJ/mol
HOMO-LUMO gap = 9.65 eV

ORCA calculation (ωB97M-V/def2-TZVPD) on a 3-piece molecular cluster, C38H63BrFNO4P2S2 overall at a distorted geometry.

```
112
Properties=species:S:1:pos:R:3:mulliken_charge:R:1
C 0.9237 -3.0559 2.9066 -0.227
C 1.7468 -1.8372 3.1332 -1.000
C 2.4321 -0.9039 1.9487 0.604
C 1.5419 0.2516 1.1318 -0.213
P -0.3100 0.3751 1.6910 0.360
O -1.2350 -0.5642 0.7755 -0.658
C 2.2021 1.2181 -0.0608 0.678
C 1.2113 2.3196 -0.8112 -0.966
C -0.0847 1.6504 -1.5593 0.040
C -0.6211 2.5287 -2.8749 -0.409
C -2.1070 3.1305 -2.5317 -0.519
C -3.0438 3.4544 -3.8409 -0.652
C -4.4492 2.5502 -3.7776 -0.708
C -5.4138 2.9375 -2.5099 -0.342
C -7.0089 3.0730 -2.8634 -0.516
C -7.9691 2.0705 -1.9306 -0.582
C -9.1265 1.3084 -2.8265 -0.558
C -10.3139 0.6005 -1.9042 -0.518
C -11.0161 -0.5384 -2.8797 -0.559
C -11.9847 -1.6015 -2.0446 -0.366
C -11.5939 -3.1805 -2.4303 -0.978
C 3.8260 1.0646 -0.4317 -0.275
C 4.6425 -0.0786 0.4236 0.270
C 4.0186 -1.0682 1.5709 -0.179
P 5.0563 -2.3753 2.5169 0.140
S 5.2470 -4.0814 1.6017 -0.394
S 6.4913 -0.2778 -0.0175 -0.162
C 6.4672 -0.0265 -1.9121 0.176
C 7.4204 -0.9117 -2.9088 -0.418
C 7.3819 -0.6842 -4.5372 0.325
O 8.2862 -1.4821 -5.4032 -0.497
C 6.3187 0.4604 -5.0924 -0.419
Br 6.3242 0.7140 -7.1170 -0.171
C 5.3411 1.3643 -4.0800 0.468
C 4.3061 2.5128 -4.7185 0.041
C 4.8111 4.0608 -4.4082 -0.906
F 2.8793 2.2743 -4.2821 -0.335
C 5.3735 1.1307 -2.4242 -0.166
N 4.5185 1.9273 -1.4636 -0.140
H 0.1201 -3.2075 2.0617 0.291
H 1.0516 -3.9379 3.7002 0.144
H 1.9088 -1.5152 4.2688 0.328
H -0.7297 1.7510 1.6119 0.103
H -0.4919 -0.1281 3.0562 0.119
H 1.7677 3.0156 -1.5700 0.217
H 0.8290 3.0366 0.0636 0.282
H 0.0604 0.5132 -1.7927 0.317
H -0.9858 1.7130 -0.7787 -0.043
H -0.6267 1.8413 -3.8492 0.291
H 0.1148 3.4388 -3.0376 0.211
H -1.9233 4.1768 -1.9862 0.162
H -2.7519 2.4804 -1.8002 0.202
H -2.5093 3.3367 -4.8753 0.343
H -3.4165 4.5862 -3.7922 0.296
H -5.0749 2.6867 -4.7588 0.367
H -4.0767 1.4292 -3.6128 0.214
H -4.9933 3.9231 -1.9935 0.278
H -5.2686 2.0745 -1.7042 0.193
H -7.2026 2.8972 -4.0059 0.336
H -7.3226 4.1907 -2.5875 0.241
H -8.5081 2.7620 -1.1494 0.203
H -7.3143 1.3032 -1.2928 0.313
H -8.6849 0.4309 -3.4940 0.256
H -9.6824 2.1012 -3.5119 0.238
H -11.1843 1.3712 -1.6401 0.235
H -9.9113 0.1749 -0.8899 0.343
H -11.6618 -0.0503 -3.7535 0.224
H -10.1795 -1.1674 -3.4040 0.288
H -11.9317 -1.4413 -0.8782 0.278
H -13.1105 -1.4589 -2.3842 0.269
H -10.6787 -3.5753 -1.8169 0.250
H -11.4227 -3.3194 -3.6034 0.270
H -12.5142 -3.8697 -2.1422 0.309
H 6.3356 -1.7315 2.8163 0.080
H 4.4470 -2.6329 3.8210 0.123
H 8.1694 -1.7447 -2.4961 0.223
H 9.2059 -1.5388 -4.9614 0.344
H 4.2651 2.4335 -5.9089 0.322
H 3.8777 4.7378 -4.1020 0.255
H 5.6717 4.1143 -3.5930 0.277
H 5.2856 4.5595 -5.3836 0.314
H 3.8727 2.5918 -1.9434 0.339
C -1.3152 -6.1590 6.6169 -1.108
C -0.5924 -6.2926 5.2860 -0.216
O 0.8236 -6.1681 5.3938 -0.337
C 1.4830 -7.1228 6.2226 -0.371
C 1.2856 -8.5583 5.7660 -1.031
H -1.0812 -5.1949 7.0846 0.292
H -2.3983 -6.2269 6.4715 0.389
H -1.0237 -6.9418 7.3197 0.261
H -0.9283 -5.4894 4.6228 0.293
H -0.8525 -7.2314 4.7885 0.280
H 1.1749 -6.9933 7.2654 0.304
H 2.5522 -6.8846 6.1851 0.316
H 0.2344 -8.8545 5.7892 0.271
H 1.8424 -9.2434 6.4127 0.379
H 1.6381 -8.6840 4.7364 0.289
C 8.5511 3.4950 3.7735 -1.007
C 7.5816 2.7957 4.7130 -0.262
O 6.2775 3.3712 4.7145 -0.434
C 5.5835 3.3731 3.4689 -0.731
C 5.3584 1.9823 2.9004 -0.196
H 8.6356 4.5576 4.0319 0.292
H 9.5433 3.0364 3.8383 0.382
H 8.2246 3.4371 2.7335 0.245
H 7.9626 2.8797 5.7356 0.342
H 7.5224 1.7258 4.4936 0.246
H 6.1022 4.0154 2.7494 0.349
H 4.6095 3.8406 3.6535 0.359
H 6.2992 1.4688 2.6895 0.172
H 4.7902 2.0401 1.9668 0.059
H 4.8007 1.3639 3.6122 0.265
```

M = 822.91 g/mol
E = -163088.27460 eV
HOMO-LUMO gap = 7.15 eV

ORCA calculation (ωB97M-V/def2-TZVPD) on an isolated molecule of C18H26N4O3 at a distorted geometry.

```
51
Properties=species:S:1:pos:R:3:mulliken_charge:R:1
C -7.0793 -0.9068 0.5804 -1.099
N -5.9511 -0.2805 -0.0714 -0.123
C -5.0566 -1.2510 -0.6710 -0.484
C -3.9617 -0.4989 -1.4295 -1.361
N -3.2094 0.3877 -0.5648 0.072
C -1.9669 0.0390 -0.1180 1.212
C -1.5924 -1.3247 -0.1079 0.017
C -0.3173 -1.7530 0.1514 -1.637
C 0.7114 -0.8385 0.3892 0.484
C 2.0862 -1.3594 0.6529 0.332
O 2.2723 -2.4627 1.1314 -0.701
N 3.0844 -0.5196 0.3080 -0.006
C 4.4842 -0.8459 0.4784 -0.362
C 5.1830 -1.0087 -0.8762 -0.944
C 5.3194 0.3229 -1.6106 -0.587
C 6.0584 1.3385 -0.7446 -0.686
C 5.3296 1.5429 0.5799 -0.518
C 5.1894 0.2179 1.3261 -0.917
C 0.3795 0.5006 0.4136 -0.762
C -0.9244 0.9482 0.1972 -0.109
N -1.0274 2.3782 0.2741 0.969
O -1.8907 2.8893 0.9616 -0.648
O -0.1758 3.0089 -0.3222 -0.592
C -4.1113 1.3321 0.0637 -0.752
C -5.2055 0.5799 0.8275 -0.668
H -6.7810 -1.5614 1.4144 0.381
H -7.7409 -0.1327 0.9653 0.346
H -7.6258 -1.5011 -0.1504 0.340
H -5.6259 -1.8683 -1.3700 0.474
H -4.6076 -1.9139 0.0924 0.338
H -3.2939 -1.1845 -1.9497 0.613
H -4.4523 0.1360 -2.1760 0.402
H -2.3531 -2.0679 -0.2809 0.295
H -0.0846 -2.8064 0.1817 0.462
H 2.8703 0.3463 -0.1577 0.259
H 4.4931 -1.8044 1.0090 0.448
H 6.1763 -1.4262 -0.7016 0.412
H 4.6219 -1.7200 -1.4854 0.367
H 5.8624 0.1670 -2.5450 0.334
H 4.3317 0.7118 -1.8695 0.302
H 6.1411 2.2895 -1.2744 0.340
H 7.0697 0.9755 -0.5473 0.322
H 5.8812 2.2511 1.2014 0.337
H 4.3444 1.9759 0.3913 0.236
H 6.1824 -0.1539 1.5855 0.388
H 4.6333 0.3654 2.2540 0.371
H 1.1210 1.2530 0.6426 0.578
H -3.5824 1.9812 0.7549 0.410
H -4.5753 1.9418 -0.7177 0.308
H -5.8929 1.3068 1.2640 0.481
H -4.7411 0.0031 1.6498 0.325
```

M = 346.43 g/mol
E = -31188.61852 eV
energy relative to the best compared isomer or geometry (same formula, charge and spin) = 289.3 kJ/mol
HOMO-LUMO gap = 8.06 eV

ORCA calculation (ωB97M-V/def2-TZVPD) on an isolated molecule of C3H7N3S at a distorted geometry.

```
14
Properties=species:S:1:pos:R:3:mulliken_charge:R:1
H 2.9858 -0.0323 0.9930 0.215
N 2.2009 -0.7453 1.1938 -0.742
C 1.0122 -0.4133 1.0950 0.655
N 0.1301 -1.4843 1.1023 -0.602
C 0.4581 0.9253 0.8438 -0.658
S 0.1908 1.2082 -0.9028 -0.029
N -1.2805 0.1971 -0.9321 -0.272
C -1.8295 0.3877 -2.0966 -0.274
H -0.8491 -1.3745 0.6686 0.316
H 0.6091 -2.3428 0.6554 0.304
H -0.5781 0.9359 1.3069 0.297
H 1.1841 1.7392 1.1532 0.341
H -1.4719 1.1331 -2.8820 0.198
H -2.7618 -0.1339 -2.1985 0.252
```

M = 117.18 g/mol
E = -18528.19779 eV
energy relative to the best compared isomer or geometry (same formula, charge and spin) = 219.3 kJ/mol
HOMO-LUMO gap = 9.25 eV